Record 1
{
  "formula": "C106H64O34",
  "method": "ωB97M-V with the def2-TZVPD basis set",
  "de_lowest_kcal_mol": 0.0,
  "mol_weight_g_mol": 1881.64,
  "multiplicity": 1,
  "e_lumo_ha": -0.0623,
  "homo_ev": -9.364,
  "energy_ha": -6635.86544,
  "smiles": "O=C1c2ccccc2C(=O)c2ccccc21.O=C1c2ccccc2C(=O)c2ccccc21.O=C1c2ccccc2C(=O)c2ccccc21.O=C1c2ccccc2C(=O)c2ccccc21.O=C1c2ccccc2C(=O)c2ccccc21.O=C1C=C(O)C(=O)C=C1O.O=C1C=C(O)C(=O)C=C1O.O=C1C=C(O)C(=O)C=C1O.O=C1C=C(O)C(=O)C=C1O.O=C1C=C(O)C(=O)C=C1O.O=C1C=C(O)C(=O)C=C1O",
  "symbols": ["C", "O", "H", "H", "O", "C", "H", "C", "C", "H", "O", "C", "C", "C", "C", "C", "O", "C", "C", "C", "C", "C", "O", "H", "C", "H", "C", "H", "O", "H", "C", "C", "H", "C", "C", "C", "O", "O", "H", "C", "H", "H", "H", "C", "H", "H", "C", "C", "O", "C", "C", "H", "H", "C", "H", "C", "C", "H", "O", "C", "C", "H", "H", "C", "C", "C", "H", "O", "O", "H", "C", "H", "C", "H", "H", "H", "C", "H", "C", "O", "C", "H", "C", "C", "H", "C", "H", "C", "C", "C", "O", "H", "H", "C", "H", "H", "C", "C", "C", "O", "O", "C", "H", "C", "H", "O", "C", "O", "O", "C", "H", "C", "H", "O", "C", "O", "C", "C", "H", "H", "O", "C", "C", "O", "C", "H", "C", "C", "C", "C", "C", "H", "H", "O", "C", "C", "H", "H", "C", "H", "H", "C", "C", "C", "C", "C", "C", "O", "C", "C", "C", "H", "C", "H", "C", "C", "C", "C", "C", "C", "C", "C", "C", "C", "C", "H", "C", "C", "C", "H", "C", "H", "C", "H", "H", "C", "C", "H", "C", "C", "C", "H", "O", "H", "O", "H", "O", "O", "H", "H", "C", "C", "C", "O", "H", "O", "H", "H", "O", "O", "C", "C", "O", "C"],
  "positions_angstrom": [[7.38530, -2.39394, -0.65064], [-1.65406, 1.06378, -7.99771], [-4.83925, 0.16460, 0.93953], [0.64815, -9.93951, 1.84987], [2.30503, -3.98814, -1.10493], [1.79273, 9.51189, -2.16920], [-5.08345, -1.42671, -0.66969], [-0.69376, 8.40981, 1.12645], [-3.05832, 0.51638, 3.82861], [2.44721, -4.55529, 7.39605], [-8.15838, -4.84651, -4.44758], [-1.29274, -6.09187, -1.49057], [-1.00545, -0.30955, -1.90438], [1.23220, 8.67153, -4.75382], [-0.88784, 4.11829, -6.09347], [-0.03598, 0.78828, -1.91264], [-4.98277, 6.28366, 2.53203], [-4.49243, 0.04351, 1.89963], [-3.90365, 5.18075, -0.67209], [-4.06129, 5.85864, 1.69157], [11.18221, -0.52611, -0.37898], [1.04569, -5.88789, 4.69487], [2.70244, -1.13797, 6.75741], [-3.34429, -0.44835, 5.60719], [-0.39819, 8.86380, 2.35629], [-1.19629, 3.72700, -0.77910], [-6.50089, -2.83623, -1.18690], [0.93107, 8.33099, -5.73494], [-5.26194, -2.26881, 4.71732], [0.69257, -1.27943, 6.05057], [-7.32833, -4.28906, -7.14962], [-5.35076, -2.49173, -7.53342], [-3.93113, -1.27571, -2.89429], [8.84321, -0.41890, -0.13168], [9.86788, -2.52712, -0.80546], [-5.45534, -1.99308, -1.46638], [-1.64718, -0.55578, -2.90323], [5.70565, -3.39320, 3.93678], [3.14443, 0.48285, 0.97242], [4.93293, -2.13561, -0.29895], [-4.54274, -1.80641, -7.72755], [1.06076, 5.49699, 1.85473], [-2.48130, 4.57283, -3.45893], [-1.33627, -9.18886, 1.57296], [1.91164, -4.55851, 0.88547], [4.19636, -6.20500, 6.76745], [0.99659, 2.56721, -3.18545], [8.75378, -1.77988, -0.54949], [7.75022, 1.63496, 0.23063], [10.06171, 0.23760, -0.02439], [2.10101, -2.64581, 3.57717], [-6.99325, -2.86465, -0.18630], [2.83641, 10.03563, -5.36337], [11.10204, -1.84869, -0.71948], [-5.54334, -2.93811, -9.60044], [-0.05739, -9.13406, 2.05644], [-5.91803, -3.10580, -8.63282], [5.69941, -3.59024, 2.92689], [-1.98577, 4.00007, -1.28866], [-1.16933, -1.10644, -0.61720], [1.92180, -2.00445, 4.72180], [1.27527, -2.85703, 2.91333], [-3.09421, 0.85509, -5.79818], [0.68057, 9.69040, 2.59563], [7.63992, 0.43205, 0.15765], [1.95733, -6.87147, 4.35740], [12.10458, -0.08753, -0.22669], [-0.12618, 3.19808, -8.12229], [0.97177, 1.29703, 5.85031], [3.43239, 10.64085, -3.12609], [1.68266, 3.98247, 2.71307], [2.40574, 10.60323, 1.76064], [-7.06873, -3.51316, -2.30982], [12.04927, -2.41601, -0.80767], [-3.32597, -8.47853, 1.66973], [-2.08914, -6.13321, -3.64075], [-0.85773, 3.14744, -7.13047], [-0.17640, -1.07598, 2.64441], [0.59527, -5.31795, -0.20314], [2.60991, -8.57431, 2.90249], [-0.73887, -1.39144, 1.77767], [-0.32453, 7.48177, -3.82284], [-6.73195, -3.71857, -6.07043], [-2.56669, 2.71898, -4.87124], [-4.41392, 4.96445, -1.60573], [0.71923, 8.60532, -2.34941], [-2.54853, -2.64127, -1.43510], [4.55313, -2.79888, 4.23353], [3.44371, -3.05313, 3.25904], [3.74985, -1.54707, 0.19868], [-1.11619, -4.95200, 4.12318], [-1.23706, 1.52722, -8.74973], [-2.71298, -6.47456, 3.13592], [1.14940, 2.25235, 4.89502], [10.10584, 1.30247, 0.30063], [-2.34726, 5.51789, 3.01610], [0.27765, 1.38140, -3.16865], [2.23453, 9.58350, -4.56119], [3.01147, -1.70698, 5.73350], [3.11707, 10.65418, -0.64071], [-0.88483, 4.28985, 0.96362], [-2.00622, 4.79816, 0.96734], [-5.78769, 6.49660, 1.94433], [2.56919, 2.98678, 2.94031], [0.66738, 10.13569, 3.59946], [-0.78745, 7.06264, -1.43877], [-0.65926, -7.06506, 3.15456], [7.32913, -3.58667, -0.93955], [-2.51198, -6.33199, -1.56061], [2.30044, -5.23455, 6.56302], [-5.04832, -2.13209, 5.63624], [1.34076, 9.53098, 0.28782], [-2.84047, -3.81170, 0.73399], [-3.88548, -1.48127, -5.34004], [5.17488, 0.46972, 0.54648], [-5.69224, 6.44621, 0.21864], [1.56795, 9.96003, 1.58805], [-6.56448, -3.26656, -3.58140], [0.93240, -4.31599, -3.57884], [-7.88222, -4.16375, -2.16121], [-2.17308, 1.18063, 4.30852], [2.53800, 9.98309, -3.23690], [-1.98990, -2.29799, -0.56662], [-0.20559, 5.13117, 3.49890], [1.17892, -5.02266, 5.78489], [9.67340, -3.56094, -1.13383], [0.36437, -8.05068, 2.87651], [2.12197, 9.94401, -0.81169], [-4.67106, -1.27342, 4.10070], [-2.50587, 1.73080, -5.90845], [-2.68570, 4.65381, -0.37320], [4.05132, -7.40730, 4.63506], [-2.30861, 2.14986, 2.60015], [1.77885, 4.84640, 1.72243], [1.73257, -7.83325, 3.31853], [1.24422, 2.44183, -0.73387], [-0.57424, 3.47882, 5.36935], [5.07257, -2.02651, 6.12545], [3.18966, -6.87102, 5.02328], [-1.48963, 7.66650, 1.04773], [2.89950, -2.16912, 0.25414], [0.32258, 0.52725, 0.54908], [0.17562, 8.64664, 0.09683], [-7.28363, -4.00412, -4.68352], [-4.87336, -1.82380, -2.72476], [-4.62532, 5.84985, 0.34124], [-0.60425, -5.43091, -2.71794], [0.68690, -1.67413, 5.15939], [-3.47338, 0.77181, 2.45015], [-1.69941, 3.92548, -5.04363], [-0.31734, -5.85676, 3.93822], [1.81131, 0.80098, 5.95365], [-1.69084, 1.93800, -6.99369], [-1.63441, -9.96863, 0.94215], [-5.67959, -2.83138, -6.27246], [-3.72974, -0.50990, 4.58786], [0.43896, 8.22711, -3.69733], [-2.19223, -2.95178, 0.67163], [6.30616, -0.24960, 0.17325], [-1.50225, -2.55080, 1.84597], [-5.36453, -2.53483, -3.79785], [-6.88492, -4.05422, -8.46213], [0.49501, 4.15634, 3.61918], [3.93119, -0.19335, 0.63374], [2.26494, 2.00623, 3.99311], [2.35391, 3.70980, -2.07010], [-2.35288, -8.30170, 1.98351], [6.18405, -1.55691, -0.25956], [0.54788, -4.73401, -2.63461], [-1.17793, 8.81073, 3.15212], [1.56316, 2.98082, -1.99863], [-0.15362, 1.01551, -4.08762], [-0.59314, -5.99620, -0.21976], [0.39777, -4.28271, 5.99388], [-1.02084, -6.31211, 0.78161], [0.30357, 3.27649, 4.77050], [3.32210, -6.13040, 6.14550], [1.70196, 2.76852, 0.19376], [4.30115, -2.22778, 5.41768], [-1.99652, -7.24274, 2.75314], [-0.04408, 8.02544, -1.27353], [4.90884, -3.13571, -0.52947], [-3.11997, 2.62624, -3.77174], [3.39237, 2.78112, 2.28229], [-1.90775, 4.94693, -4.19058], [1.31642, 3.01426, -4.09352], [1.12460, -5.13248, 0.98235], [-2.87149, 1.81275, 1.89115], [-8.10975, -4.98354, -6.83381], [-1.50938, -3.09799, 2.78899], [1.24202, -4.63270, -1.36723], [-5.03420, -1.13215, 2.62496], [-4.84062, -2.19272, -5.15040], [-5.68459, -1.96210, 2.07830], [-0.21962, 5.01153, -6.18210], [3.74186, -3.60701, 2.23677], [5.47261, 1.46559, 0.94104], [-7.24940, -4.66356, -9.28012], [-1.31510, -5.59430, -3.86012], [0.73043, 0.99769, 1.61661], [-2.79261, 5.38181, 1.99046], [0.56723, 1.25791, -0.72234], [2.95471, 1.04911, 4.29867], [-0.53335, -0.70475, 0.53114]]
}



Record 2
{
  "formula": "C30H75F2KNO24P5S2",
  "method": "ωB97M-V with the def2-TZVPD basis set",
  "de_lowest_kcal_mol": 143.3,
  "mol_weight_g_mol": 1130.01,
  "multiplicity": 1,
  "e_lumo_ha": -0.0593,
  "homo_ev": -10.026,
  "energy_ha": -6351.86453,
  "symbols": ["H", "H", "H", "H", "H", "O", "O", "P", "H", "C", "C", "H", "H", "P", "H", "H", "H", "H", "C", "H", "H", "H", "H", "C", "H", "H", "H", "C", "H", "C", "S", "H", "H", "C", "C", "H", "F", "C", "H", "H", "P", "O", "H", "C", "C", "H", "C", "H", "H", "H", "C", "H", "H", "O", "H", "C", "C", "H", "C", "O", "C", "O", "H", "C", "C", "C", "O", "H", "C", "H", "O", "O", "O", "H", "C", "O", "H", "H", "H", "H", "C", "H", "O", "H", "H", "H", "H", "H", "H", "H", "C", "H", "O", "H", "O", "O", "H", "P", "H", "N", "H", "H", "C", "H", "H", "C", "F", "O", "H", "H", "O", "O", "H", "C", "H", "H", "H", "H", "H", "C", "H", "H", "O", "S", "P", "H", "H", "H", "O", "H", "C", "O", "O", "H", "H", "C", "H", "O", "O", "K"],
  "positions_angstrom": [[4.01023, 0.43288, -3.93074], [-4.17833, -0.72166, 8.12663], [-1.56539, 6.85521, 1.27575], [-2.48547, -0.48451, 6.26613], [-3.96055, -1.25503, 2.50902], [4.59149, -1.77949, -3.20841], [1.31731, -9.95245, 1.79932], [1.75663, -8.51568, 1.30526], [5.08216, -6.76265, -2.03901], [-4.92415, -1.29671, 3.00221], [-6.05187, -1.43092, 2.03867], [-5.59323, 5.99806, 2.27766], [-2.43598, 5.99406, -1.51604], [-3.83135, 8.19505, 1.55666], [-3.33413, 0.79881, 7.80102], [-4.98609, 0.77159, 7.30246], [0.09829, 9.29162, -6.65975], [4.23074, 6.46173, -3.01060], [-0.42270, -6.56850, -0.42752], [-3.69191, 0.16213, 5.28232], [-0.54258, -6.33065, 0.62995], [8.14721, -2.43002, -5.17553], [1.78776, 8.59261, -4.96733], [7.15693, -0.61147, -4.52759], [2.19273, -13.15437, 2.10376], [3.83537, -4.49630, -1.24251], [0.82107, -7.35534, -1.85771], [0.89574, -7.19986, -0.78220], [2.38192, 7.27128, -5.95171], [1.02407, 8.76778, -6.90024], [-0.42333, -0.17274, -0.19570], [-5.19635, -0.56838, 3.76535], [-2.43443, 4.97034, 3.40175], [-2.27340, 5.19841, 2.32879], [-3.60930, -5.25632, 4.51195], [-3.32784, 5.05843, 2.07870], [0.41060, -1.47942, 0.24303], [-2.36354, 5.05844, -2.08276], [4.90413, -0.51711, -1.60461], [-2.65006, 8.50520, -2.46407], [5.63222, -2.95314, -2.93184], [4.91367, -4.34346, -3.18669], [-6.20862, -0.49636, 1.49693], [7.61768, -2.03921, -4.31338], [1.56052, -12.27024, 2.18093], [3.28933, -1.35884, -1.54638], [3.90368, -4.80738, -2.29042], [-3.21056, 5.01286, -2.75444], [3.51136, -6.75931, -1.38752], [-4.16626, 9.21463, -0.92079], [-3.57882, -0.47444, 6.16334], [-5.88404, -2.18528, 1.26495], [-0.57371, -5.67264, -1.02817], [-2.75622, 8.55918, 0.44923], [2.91386, -4.66259, -2.73653], [5.65847, -8.65063, 1.15952], [2.42909, 5.35366, -2.63176], [3.09297, -10.92617, 1.60239], [-4.12733, 0.12938, 7.45689], [6.35106, -2.84815, -1.66202], [4.33765, -8.37260, 1.84928], [3.28341, -8.67018, 0.90541], [2.09769, 5.65794, -1.63118], [-0.97085, 4.82556, -2.64448], [-6.94028, 7.41220, 1.33529], [-2.28826, 9.29658, -1.81198], [-2.94725, 7.51185, 2.67266], [6.21888, -0.62230, -5.07491], [4.09328, -6.32817, -2.20627], [-2.28116, 10.20168, -2.41789], [-4.85877, -2.52043, 3.84623], [1.07584, -8.44620, -0.09807], [1.48525, -7.49929, 2.29961], [-1.22066, -7.29033, -0.61943], [-3.15181, 9.48335, -0.59128], [-4.59801, 7.03254, 0.81348], [6.46736, -8.45320, 1.86905], [2.51349, 0.17485, -3.13611], [7.12568, -0.07823, -3.57972], [7.88216, -0.07501, -5.14459], [3.57866, 0.32902, -2.94081], [0.51675, -12.49735, 1.99022], [-1.72504, 2.48053, 0.46354], [-3.30068, -6.87353, 5.98600], [-2.54655, -5.45437, 4.34316], [-4.10004, -5.13390, 3.55139], [-1.28459, 9.05053, -1.46187], [1.75920, -6.57502, -0.57334], [-2.38719, 4.33220, -1.25469], [3.72590, 1.20210, -2.30956], [-4.05103, -6.48330, 5.30502], [3.72143, -6.90603, -3.06145], [1.75928, 6.32849, -3.47754], [-3.25146, 10.48700, -0.18329], [-1.64483, -0.81463, -0.52333], [-3.96490, -1.84525, 6.09004], [-0.85061, 3.79249, -2.97933], [0.64159, 5.80417, -4.49374], [1.68464, 9.55809, -7.25178], [-0.27903, 0.55409, 1.32087], [5.80646, -9.68555, 0.84390], [-7.92131, 6.91774, 1.35308], [1.50613, 7.89574, -5.77276], [1.96712, -11.20316, 0.26613], [5.79383, -8.05033, 0.25792], [2.05189, -11.14164, 1.35066], [-1.27421, 2.23516, 2.74240], [-3.75891, -4.12352, 5.35483], [4.51520, 4.78532, -2.25440], [2.10176, 4.31506, -2.72555], [0.36848, 7.12002, -5.31410], [0.97541, 4.56450, -5.16712], [1.63820, -11.96919, 3.22681], [3.91527, 5.42966, -2.89381], [4.31022, -7.35364, 2.22211], [4.24625, -9.11478, 2.64935], [-6.91919, 8.15476, 0.54841], [-4.93757, -6.23308, 5.89656], [-6.99456, -1.71515, 2.51022], [-1.86717, 6.65622, 2.30700], [-1.61163, 4.45385, 1.91838], [8.17582, -2.13563, -3.38386], [-4.64850, 9.28878, 2.02310], [-1.57234, 1.39956, 1.38473], [-3.59201, -2.67723, 4.78797], [0.79728, 8.06948, -7.71228], [-0.27463, 4.98565, -1.81279], [4.04438, 4.95724, -3.87770], [0.43225, 0.38661, -1.16661], [-5.90660, 5.57077, 0.61290], [4.05863, -0.91345, -2.16918], [-2.72868, 0.66968, 1.73532], [-0.74751, 5.79739, -3.71868], [-6.98451, 7.89364, 2.31342], [-4.33469, -7.28692, 4.62401], [-5.83197, 6.41343, 1.29484], [-1.01194, 6.87302, 2.94104], [6.48169, -2.94285, -4.23935], [-2.30711, -2.33353, 4.18453], [1.98286, 1.60443, 2.23741]]
}



> What is the formula in the second record?

C30H75F2KNO24P5S2